a:
C4H9N3O | ωB97M-V/def2-TZVPD

Each line ends with the Mulliken charge.
Positions of all 17 atoms, in Å:
C -2.739 -0.238 -0.116  -0.590
C -0.442 -0.096 -0.121  0.450
C 1.653 -0.577 0.595  -0.881
C 0.742 0.730 0.408  0.259
H -3.608 0.576 -0.031  0.239
H -2.748 -0.868 0.982  0.248
H -2.614 -0.881 -1.078  0.292
H 1.320 -2.459 -0.178  0.334
H 1.175 -0.964 1.572  0.292
H 2.617 -0.302 0.594  0.512
H 0.522 1.008 1.405  0.366
H 1.560 1.490 -1.596  0.193
H 1.234 2.944 -0.405  0.257
N 0.001 -1.305 -0.625  -0.538
N 1.403 -1.431 -0.630  -0.406
N 1.469 1.664 -0.655  -0.699
O -1.546 0.709 -0.122  -0.330

Multiplicity: 1
HOMO-LUMO gap in hartree: 0.3484
E_LUMO in eV: 0.778
Net charge: 0

=====

b:
C4H9N3O | ωB97M-V/def2-TZVPD

Each line ends with the Mulliken charge.
Positions of all 17 atoms, in Å:
C 0.249 0.034 -0.708  0.179
C 0.963 0.528 0.356  -0.219
C 0.541 -1.295 -1.338  -1.205
C 0.957 1.983 0.736  -1.179
N -1.713 -0.456 0.363  -0.058
O -2.442 -1.582 -0.054  -0.406
N -1.240 -0.581 1.562  0.293
N -0.257 -0.266 2.092  -0.349
H -3.253 -1.207 -0.420  0.372
H -0.343 0.727 -1.296  0.305
H 1.791 -0.063 0.731  0.329
H -0.374 -1.800 -1.649  0.323
H 1.166 -1.163 -2.227  0.330
H 1.075 -1.951 -0.649  0.309
H 0.037 2.473 0.412  0.321
H 1.798 2.507 0.274  0.307
H 1.045 2.112 1.816  0.349

Multiplicity: 1
HOMO-LUMO gap in hartree: 0.3255
E_LUMO in eV: 0.040
Net charge: 0

=====

c:
C4H9N3O | ωB97M-V/def2-TZVPD

Each line ends with the Mulliken charge.
Positions of all 17 atoms, in Å:
H 3.590 -0.821 0.211  0.243
N 3.454 0.159 0.016  -0.694
C 2.251 0.531 -0.068  0.189
N 1.100 -0.189 0.064  0.071
O 1.283 -1.574 -0.060  -0.481
C -0.186 0.092 -0.466  -0.267
C -0.900 1.337 0.035  -0.824
C -1.383 -0.031 0.435  0.058
N -2.533 -0.597 -0.213  -0.620
H 1.933 1.606 -0.305  0.281
H 0.491 -1.970 0.415  0.371
H -0.378 -0.080 -1.551  0.291
H -0.434 1.950 0.819  0.306
H -1.386 1.903 -0.784  0.238
H -1.194 -0.206 1.489  0.352
H -3.400 -0.524 0.305  0.240
H -2.308 -1.585 -0.343  0.247

Multiplicity: 1
Structure (SMILES): [H]/N=C\N(O)[C@@H]1C[C@H]1N
HOMO-LUMO gap in hartree: 0.3437
E_LUMO in eV: 0.583
Net charge: 0

=====

d:
C4H9N3O | ωB97M-V/def2-TZVPD

Each line ends with the Mulliken charge.
Positions of all 17 atoms, in Å:
C -2.455 -1.186 -0.064  -0.876
C -1.489 -0.326 0.058  0.103
C -0.624 0.668 0.113  0.459
N -0.964 2.020 0.062  -0.515
N 0.731 0.427 0.405  0.220
N 1.616 1.237 -0.346  -0.733
C 1.108 -0.989 0.676  -0.649
O 1.188 -1.804 -0.464  -0.489
H -2.925 -1.653 0.794  0.246
H -2.792 -1.541 -1.030  0.227
H -0.178 2.602 -0.196  0.297
H -1.840 2.208 -0.403  0.238
H 2.469 1.384 0.185  0.236
H 1.852 0.820 -1.249  0.203
H 0.389 -1.477 1.332  0.409
H 2.073 -0.950 1.205  0.314
H 1.841 -1.442 -1.075  0.310

Multiplicity: 1
Structure (SMILES): C=C=C(N)N(N)CO
HOMO-LUMO gap in hartree: 0.2970
E_LUMO in eV: 0.646
Net charge: 0

=====

Q: Which of them is the least stable? A: a.

=====

a:
C4H9N3O | ωB97M-V/def2-TZVPD

Each line ends with the Mulliken charge.
Positions of all 17 atoms, in Å:
C 0.110 1.855 -0.786  -1.248
C 0.316 1.220 0.572  0.202
N 1.444 0.417 0.657  -0.665
C -1.239 0.246 0.833  0.476
O -2.227 0.898 1.036  -0.600
N -0.958 -1.015 0.797  -0.270
C -0.071 -1.812 0.245  -0.254
N -0.101 -2.132 -1.108  -0.409
H 0.879 2.607 -0.966  0.345
H -0.866 2.334 -0.840  0.355
H 0.183 1.106 -1.576  0.224
H 0.196 1.907 1.409  0.373
H 1.657 0.210 1.630  0.337
H 1.201 -0.598 0.249  0.309
H 0.315 -2.610 0.876  0.354
H -0.663 -1.522 -1.684  0.231
H -0.176 -3.110 -1.345  0.237

Multiplicity: 1
Structure (SMILES): C[C@H](N)C(=O)/N=C\N
HOMO-LUMO gap (spin up / spin down) in hartree: 0.3050 / 0.3050
E_LUMO (spin up / spin down) in eV: 0.179 / 0.180
Net charge: 0

=====

b:
C4H9N3O | ωB97M-V/def2-TZVPD

Each line ends with the Mulliken charge.
Positions of all 17 atoms, in Å:
C -0.288 0.089 -2.339  -1.523
C 0.549 0.115 -1.110  0.208
N 0.030 0.838 0.102  -0.673
C 0.591 0.272 1.351  1.093
N -0.239 0.471 2.513  -0.630
O 1.958 0.576 1.551  -0.510
C 0.181 -0.580 0.169  -0.288
N -1.097 -1.307 0.258  -0.747
H -1.347 0.275 -2.134  0.377
H 0.055 0.856 -3.042  0.372
H -0.199 -0.883 -2.834  0.311
H 1.603 0.254 -1.321  0.474
H -1.049 -0.140 2.406  0.300
H 0.262 0.104 3.318  0.261
H 2.050 1.539 1.462  0.345
H -1.837 -0.604 0.227  0.323
H -1.223 -1.875 -0.576  0.306

Multiplicity: 1
Structure (SMILES): C[C@H]1N2[C@](N)(O)[C@]12N
HOMO-LUMO gap in hartree: 0.3718
E_LUMO in eV: 0.981
Net charge: 0

=====

c:
C4H9N3O | ωB97M-V/def2-TZVPD

Each line ends with the Mulliken charge.
Positions of all 17 atoms, in Å:
H -1.260 2.185 0.631  0.232
N -1.555 1.496 1.330  -0.735
C -1.007 0.335 1.088  0.053
C 0.435 0.205 0.503  0.174
C 1.586 0.879 1.154  -1.284
C 0.325 -0.344 -0.692  0.280
N 1.168 -0.897 -1.587  -0.473
N -1.298 -0.601 -0.735  -0.220
O -1.862 -1.745 -1.336  -0.431
H -1.250 -0.505 1.756  0.327
H 1.539 1.951 0.939  0.255
H 2.544 0.461 0.835  0.371
H 1.530 0.757 2.241  0.328
H 1.637 -0.221 -2.179  0.247
H 0.778 -1.693 -2.081  0.280
H -1.834 0.214 -1.040  0.251
H -1.477 -2.478 -0.826  0.344

Multiplicity: 1
Structure (SMILES): [H]/N=C\C(C)=C(\N)NO
HOMO-LUMO gap in hartree: 0.3293
E_LUMO in eV: 0.555
Net charge: 0

=====

d:
C4H9N3O | ωB97M-V/def2-TZVPD

Each line ends with the Mulliken charge.
Positions of all 17 atoms, in Å:
H 2.593 -1.726 -0.732  0.213
N 2.519 -0.776 -0.694  -0.734
C 1.455 -0.299 -0.001  0.438
N 1.278 1.089 -0.368  -0.278
O 0.299 1.702 0.597  -0.490
N 0.502 -1.050 0.557  -0.134
C -0.839 -0.664 0.680  -0.241
C -1.541 -0.112 -0.285  -0.617
C -3.135 -0.126 -0.513  -1.087
H 2.436 1.584 -0.184  0.389
H -0.677 1.495 0.283  0.503
H 0.668 -1.672 1.404  0.285
H -1.460 -1.072 1.457  0.277
H -1.103 0.401 -1.083  0.600
H -3.488 -0.081 -1.538  0.332
H -3.600 -1.023 -0.039  0.286
H -3.500 0.835 -0.094  0.259

Multiplicity: 1
Structure (SMILES): [H]/N=C(/NO)N/C=C/C
HOMO-LUMO gap in hartree: 0.3331
E_LUMO in eV: 0.588
Net charge: 0

=====

Q: Which of them is the least stable? A: d.

=====

a:
C4H9N3O | ωB97M-V/def2-TZVPD

Each line ends with the Mulliken charge.
Positions of all 17 atoms, in Å:
C 1.179 0.672 2.035  -0.834
C -1.088 -0.274 -2.110  -1.063
C 0.309 -0.562 0.120  0.354
C -0.508 0.055 -0.781  0.208
N 1.264 -1.550 -0.011  -0.487
O -2.092 1.559 0.082  -0.369
N -0.748 1.216 -0.017  -0.187
N 0.049 0.170 1.266  -0.199
H -2.623 0.744 0.044  0.333
H 1.742 -1.827 0.831  0.252
H 1.861 -1.509 -0.823  0.193
H 1.400 -0.017 2.856  0.324
H 2.091 0.836 1.447  0.304
H 0.871 1.617 2.484  0.286
H -2.104 -0.677 -2.049  0.272
H -0.478 -1.040 -2.593  0.299
H -1.125 0.587 -2.783  0.311

Multiplicity: 1
HOMO-LUMO gap in hartree: 0.3121
E_LUMO in eV: 0.872
Net charge: 0

=====

b:
C4H9N3O | ωB97M-V/def2-TZVPD

Each line ends with the Mulliken charge.
Positions of all 17 atoms, in Å:
C 0.834 -1.719 -0.142  -0.900
C -1.316 0.236 1.181  -1.460
C 1.284 0.768 -0.166  0.352
C -0.640 0.609 -0.122  1.359
N -1.570 0.802 -1.157  -0.603
O 2.608 0.852 -0.101  -0.484
N 0.366 1.671 -0.007  -0.854
N 0.556 -0.343 -0.450  -0.244
H 2.840 1.777 0.052  0.362
H -1.129 1.138 -2.003  0.241
H -2.123 -0.024 -1.343  0.237
H 0.191 -2.358 -0.749  0.269
H 0.672 -1.953 0.917  0.339
H 1.876 -1.924 -0.388  0.333
H -1.868 -0.695 1.065  0.334
H -0.577 0.129 1.969  0.360
H -2.006 1.033 1.444  0.358

Multiplicity: 1
HOMO-LUMO gap in hartree: 0.3440
E_LUMO in eV: 0.777
Net charge: 0

=====

Q: Which of them is the least stable? A: a.

=====

a:
C2H4O2 | ωB97M-V/def2-TZVPD

Each line ends with the Mulliken charge.
Positions of all 8 atoms, in Å:
C 0.019 0.082 0.862  -0.919
C -0.078 -0.340 -0.562  0.288
O -0.245 0.842 -1.653  -0.313
O 0.893 0.003 -1.451  -0.243
H -0.262 -0.738 1.515  0.295
H -0.640 0.926 1.056  0.262
H 1.040 0.388 1.077  0.275
H -0.727 -1.163 -0.844  0.354

Multiplicity: 1
Structure (SMILES): CC1OO1
HOMO-LUMO gap in hartree: 0.3973
E_LUMO in eV: 1.035
Net charge: 0

=====

b:
C2H4O2 | ωB97M-V/def2-TZVPD

Each line ends with the Mulliken charge.
Positions of all 8 atoms, in Å:
O 0.848 -1.504 0.439  -0.522
C -0.201 -0.922 0.244  0.230
C -0.271 0.572 -0.085  -0.359
O 0.959 0.923 -0.616  -0.501
H -1.247 -1.212 0.196  0.299
H -0.522 1.081 0.874  0.234
H -1.092 0.851 -0.783  0.287
H 1.526 0.212 -0.269  0.332

Multiplicity: 1
Structure (SMILES): O=CCO
HOMO-LUMO gap in hartree: 0.4021
E_LUMO in eV: 0.700
Net charge: 0

=====

c:
C2H4O2 | ωB97M-V/def2-TZVPD

Each line ends with the Mulliken charge.
Positions of all 8 atoms, in Å:
C 13.827 -0.966 -3.408  -0.007
O 14.784 -0.204 -3.263  -0.405
H 12.986 -1.010 -2.676  0.231
H 13.859 -1.764 -4.187  0.181
C 16.783 -2.764 -6.227  -0.044
O 15.823 -3.475 -6.493  -0.408
H 17.722 -2.935 -6.804  0.250
H 16.822 -1.996 -5.418  0.202

Multiplicity: 1
Structure (SMILES): C=O.C=O
HOMO-LUMO gap in hartree: 0.4015
E_LUMO in eV: 0.645
Net charge: 0

=====

d:
C2H4O2 | ωB97M-V/def2-TZVPD

Each line ends with the Mulliken charge.
Positions of all 8 atoms, in Å:
C -0.511 0.093 0.912  -0.648
C 0.106 -0.235 -0.360  0.805
O 0.660 0.853 -1.044  -0.471
O 0.685 -1.383 -0.442  -0.648
H 1.510 0.529 -1.383  0.332
H -0.194 0.957 1.494  0.248
H -1.089 -0.697 1.380  0.300
H -1.165 -0.117 -0.556  0.083

Multiplicity: 1
HOMO-LUMO gap (spin up / spin down) in hartree: 0.2942 / 0.2944
E_LUMO (spin up / spin down) in eV: -1.202 / -1.198
Net charge: 0

=====

Q: Which of them is the least stable? A: a.

=====

a:
C2H4O2 | ωB97M-V/def2-TZVPD

Each line ends with the Mulliken charge.
Positions of all 8 atoms, in Å:
C 8.711 -8.788 -1.165  -0.035
O 8.744 -9.422 -2.206  -0.390
H 9.673 -8.562 -0.645  0.207
H 7.776 -8.438 -0.667  0.218
C 13.110 -14.723 -0.844  -0.045
O 12.622 -15.647 -0.254  -0.373
H 14.208 -14.532 -0.795  0.208
H 12.501 -14.007 -1.446  0.210

Multiplicity: 1
Structure (SMILES): C=O.C=O
HOMO-LUMO gap in hartree: 0.4023
E_LUMO in eV: 0.712
Net charge: 0

=====

b:
C2H4O2 | ωB97M-V/def2-TZVPD

Each line ends with the Mulliken charge.
Positions of all 8 atoms, in Å:
C -4.064 1.630 -3.930  -0.073
O -3.083 1.085 -3.513  -0.355
H -5.032 1.271 -3.507  0.208
H -4.112 2.503 -4.624  0.219
C 1.680 0.631 -3.435  -0.062
O 0.569 1.114 -3.416  -0.362
H 1.836 -0.237 -4.120  0.204
H 2.591 1.073 -2.967  0.221

Multiplicity: 1
Structure (SMILES): C=O.C=O
HOMO-LUMO gap in hartree: 0.4029
E_LUMO in eV: 1.011
Net charge: 0

=====

Q: Which of them is the least stable? A: b.

=====

a:
C2H4O2 | ωB97M-V/def2-TZVPD

Each line ends with the Mulliken charge.
Positions of all 8 atoms, in Å:
C -1.206 0.625 -0.072  0.159
C 0.192 0.078 0.004  -0.890
O -3.553 -0.278 0.014  -0.518
O -2.157 -0.269 0.052  -0.009
H -1.343 1.704 -0.069  0.376
H 0.461 -0.845 -0.684  0.259
H 0.376 -0.226 1.046  0.258
H 0.871 0.761 -0.326  0.365

Multiplicity: 1
HOMO-LUMO gap (spin up / spin down) in hartree: 0.3211 / 0.3215
E_LUMO (spin up / spin down) in eV: -0.492 / -0.490
Net charge: 0

=====

b:
C2H4O2 | ωB97M-V/def2-TZVPD

Each line ends with the Mulliken charge.
Positions of all 8 atoms, in Å:
C -2.302 0.644 -1.184  -0.025
O -1.213 0.190 -0.713  -0.421
H -3.179 1.066 -0.638  0.234
H -2.385 0.581 -2.296  0.212
C 2.258 -0.611 1.204  -0.006
O 3.005 -1.067 2.056  -0.415
H 2.580 -0.578 0.136  0.212
H 1.236 -0.224 1.434  0.209

Multiplicity: 1
Structure (SMILES): C=O.C=O
HOMO-LUMO gap in hartree: 0.3735
E_LUMO in eV: 0.185
Net charge: 0

=====

Q: Which of them is the least stable? A: a.